Entry 1:
Below is an isolated molecule of C6H14NO in a non-equilibrium geometry, with properties calculated with ωB97M-V/def2-TZVPD.

Positions of all 22 atoms, in Å:
C (-0.3949, 1.1755, 0.3346)
N (-0.3286, 0.2502, -0.7820)
C (0.7850, -0.6476, -0.7171)
C (0.4154, -2.1173, -0.9157)
C (-0.7529, -2.4957, 0.0748)
O (-1.7862, -1.5887, 0.1100)
C (0.5164, 2.3946, 0.2280)
C (1.2350, 2.8732, 1.4714)
H (-1.4471, 1.4305, 0.4127)
H (-0.1789, 0.8081, 1.3594)
H (-1.2242, -0.4497, -0.5952)
H (1.5640, -0.3147, -1.4288)
H (1.3088, -0.5382, 0.2335)
H (-0.0345, -2.1876, -1.9076)
H (1.3309, -2.7242, -0.7843)
H (-1.1927, -3.3965, -0.3397)
H (-0.2725, -2.7557, 1.0278)
H (1.2375, 2.2889, -0.6053)
H (-0.0604, 3.2180, -0.2450)
H (0.5615, 3.2792, 2.2309)
H (1.9185, 3.6777, 1.1757)
H (1.7361, 2.0915, 2.0341)

Multiplicity: 2
Electronic energy in Ha: -366.88355
Max |F| in eV/Å: 2.67
LUMO (spin up / spin down) in eV: 1.0545 / -1.7999
HOMO-LUMO gap (spin up / spin down) in eV: 10.31 / 7.35
Molar mass in g/mol: 116.184
Energy relative to the best compared isomer or geometry (same formula, charge and spin) in kcal per mole: 29.08


Entry 2:
Below is an isolated ion of composition C6H14NO and charge +1 in a non-equilibrium geometry, with properties calculated with ωB97M-V/def2-TZVPD.

Positions of all 22 atoms, in Å:
C (1.4203, -1.0962, -0.6902)
O (1.7179, -2.4486, -0.9128)
C (0.1284, -0.9718, 0.1801)
C (0.0897, 0.3571, 0.9344)
C (-0.2217, 1.5289, -0.0060)
C (-1.4472, 2.0282, -0.0421)
C (-1.8609, 3.3207, -0.7077)
N (0.0429, -2.1144, 1.1914)
H (1.2107, -0.4786, -1.5782)
H (2.2408, -0.5920, -0.2115)
H (1.2274, -2.8282, -1.6717)
H (-0.7438, -1.1806, -0.4458)
H (-0.7855, 0.2428, 1.5851)
H (1.0331, 0.5614, 1.4376)
H (0.5757, 1.9643, -0.5847)
H (-2.2983, 1.6083, 0.4908)
H (-1.1333, 3.7767, -1.3834)
H (-2.7881, 3.1634, -1.2717)
H (-2.1006, 4.0994, 0.0155)
H (-0.9349, -2.3679, 1.2798)
H (0.3746, -1.8208, 2.1145)
H (0.5267, -2.9798, 0.9419)

SMILES: C/C=C/C[C@H]([NH3+])CO
Electronic energy in Ha: -366.73216
Max |F| in eV/Å: 1.92
LUMO in eV: -3.4484
HOMO-LUMO gap in eV: 9.53
Molar mass in g/mol: 116.184
Energy relative to the best compared isomer or geometry (same formula, charge and spin) in kcal per mole: 22.01
Net charge: +1


Entry 3:
Below is an isolated ion of composition C6H14NO and charge +1 in a non-equilibrium geometry, with properties calculated with ωB97M-V/def2-TZVPD.

Positions of all 22 atoms, in Å:
O (-0.0275, -1.5584, -2.1160)
C (-0.6454, -0.6576, -1.6429)
C (-0.8632, -0.5000, -0.1183)
C (0.3123, 0.2795, 0.4993)
C (0.6039, -0.0719, 1.9788)
C (0.1349, 1.8189, 0.3414)
C (1.3790, 2.6013, 0.1519)
N (-1.0465, -1.9413, 0.4109)
H (-0.9062, 0.2767, -2.1701)
H (-1.8128, -0.0222, 0.1828)
H (1.1691, 0.0107, -0.1381)
H (-0.2375, -0.6202, 2.3928)
H (0.8180, 0.8519, 2.5597)
H (1.5696, -0.5843, 1.9552)
H (-0.3719, 2.0737, 1.2713)
H (-0.6057, 2.0272, -0.4551)
H (1.8656, 2.4454, -0.8108)
H (2.0954, 2.4171, 0.9542)
H (1.2175, 3.6897, 0.1821)
H (-0.5414, -2.0599, 1.2973)
H (-1.9872, -2.3197, 0.3254)
H (-0.4648, -2.5049, -0.2350)

SMILES: CC[C@@H](C)[C@H]([NH3+])C=O
Electronic energy in Ha: -366.72750
Max |F| in eV/Å: 2.60
LUMO in eV: -3.7840
HOMO-LUMO gap in eV: 11.11
Molar mass in g/mol: 116.184
Energy relative to the best compared isomer or geometry (same formula, charge and spin) in kcal per mole: 24.94
Net charge: +1


Entry 4:
Below is an isolated ion of composition C6H14NO and charge +1 in a non-equilibrium geometry, with properties calculated with ωB97M-V/def2-TZVPD.

Positions of all 22 atoms, in Å:
C (-0.2122, -2.4560, 0.2365)
C (-0.3028, -1.1750, 0.6230)
C (2.4964, -0.1607, 0.0619)
C (-2.5073, 0.7369, -0.0499)
C (-0.2255, -0.0519, -0.3668)
C (1.3742, 0.7641, -0.4014)
N (-1.1537, 1.1713, -0.0301)
O (1.1385, 1.9037, 0.4351)
H (-0.0047, -3.3041, 0.8802)
H (-0.2246, -2.5082, -0.8823)
H (-0.1859, -0.9709, 1.7714)
H (2.3136, -0.2840, 1.1508)
H (3.5141, 0.1924, -0.0567)
H (2.4172, -1.0881, -0.4399)
H (-2.9564, 0.5892, 0.9070)
H (-3.1910, 1.4132, -0.6938)
H (-2.5437, -0.1498, -0.5518)
H (-0.3890, -0.3510, -1.4170)
H (1.5838, 1.0434, -1.4417)
H (-0.9061, 1.9273, -0.7536)
H (-0.7390, 1.4272, 0.8646)
H (2.0238, 2.3791, 0.4724)

Multiplicity: 3
Electronic energy in Ha: -366.52865
Max |F| in eV/Å: 10.55
LUMO (spin up / spin down) in eV: -2.9745 / -6.5068
HOMO-LUMO gap (spin up / spin down) in eV: 6.78 / 8.42
Molar mass in g/mol: 116.184
Energy relative to the best compared isomer or geometry (same formula, charge and spin) in kcal per mole: 27.86
Net charge: +1


Entry 5:
Below is a 2-piece molecular cluster, C6H14NO10S overall, with properties calculated with ωB97M-V/def2-TZVPD.

Positions of all 32 atoms, in Å:
C (2.6895, 1.4789, -0.3550)
C (2.3389, 0.6212, -1.5788)
O (2.0965, -0.7434, -1.2590)
C (0.7869, -1.0510, -0.8691)
C (0.7600, -1.4416, 0.6153)
O (-0.1277, -2.5294, 0.8962)
C (-1.4146, -2.1678, 1.1532)
O (-1.9645, -1.5423, -0.0577)
S (-3.5534, -1.4302, -0.1630)
O (-4.1179, -1.4604, 1.1614)
O (-3.4433, 0.1482, -0.6445)
C (-4.6621, 0.6578, -1.1200)
O (-5.3585, 1.4211, -0.1693)
O (-4.4958, 2.4538, 0.3072)
H (2.6813, 0.8883, 0.5575)
H (1.9968, 2.3173, -0.2629)
H (3.6945, 1.8834, -0.4433)
H (1.4845, 1.0366, -2.1211)
H (3.1821, 0.6087, -2.2688)
H (0.1107, -0.2103, -1.0419)
H (0.4062, -1.9002, -1.4420)
H (1.7617, -1.7813, 0.8713)
H (0.5329, -0.5885, 1.2586)
H (-1.9827, -3.0664, 1.3868)
H (-1.5061, -1.4490, 1.9687)
H (-5.3668, -0.1396, -1.3719)
H (-4.4482, 1.2586, -2.0074)
H (-4.7309, 3.2016, -0.2584)
N (5.6657, 0.8806, 1.8160)
O (6.7446, 0.3030, 2.0492)
O (4.6190, 0.5217, 2.4018)
O (5.6204, 1.8208, 0.9906)

Electronic energy in Ha: -1442.14025
Max |F| in eV/Å: 0.54
LUMO in eV: 2.0072
HOMO-LUMO gap in eV: 6.26
Molar mass in g/mol: 292.242
Net charge: -1


Question: Among the records above, which one has the highest molar mass?
Answer: C6H14NO10S